DFT (ωB97M-V with the def2-TZVPD basis set) results for 2 unconnected molecules or ions with the total composition C2H3Cl2PS3 at a distorted geometry.

Last columns: bonded neighbours and bond lengths (Å).
CARTESIAN COORDINATES (ANGSTROEM)
1 C -1.905 1.491 -0.369  C2 1.305, H9 1.087, H10 1.144
2 C -1.930 0.187 -0.318  C1 1.305, Cl7 1.689, Cl8 1.747
3 P 2.424 -1.277 -0.081  S4 1.926, S5 1.948, S6 2.146
4 S 2.932 -1.189 -1.936  P3 1.926
5 S 1.738 -2.708 1.051  P3 1.948
6 S 2.823 0.513 1.034  P3 2.146, H11 1.361
7 Cl -3.327 -0.758 -0.229  C2 1.689
8 Cl -0.518 -0.839 -0.391  C2 1.747
9 H -2.872 1.985 -0.360  C1 1.087
10 H -1.061 2.240 -0.183  C1 1.144
11 H 1.696 0.354 1.781  S6 1.361

Values from the calculation:
Orbital gap, eV: 8.2156
ΔE to the lowest compared entry with this formula, charge and spin, eV: 0.756
DFT total energy, eV: -68961.715

These are the Löwdin partial charges, in e, on atoms 1 to 5: -0.10, -1.23, -0.53, 0.17, 0.14